[1]
C24H36O2 | the ωB97M-V functional and the def2-TZVPD basis

The geometry in XYZ format:
```
62
Properties=species:S:1:pos:R:3:mulliken_charge:R:1
C 1.98702 4.42835 0.15127 -1.55
C 1.81926 3.27198 -0.82714 0.80
C 0.46106 3.25923 -1.45998 -0.68
C -0.08760 2.21574 -2.06363 -0.68
C 0.56579 0.87487 -2.20768 0.45
C -0.36867 -0.18411 -2.71185 -0.43
C -0.10923 -1.48030 -2.78392 -0.62
C 1.16624 -2.15238 -2.37348 -0.44
C 0.91072 -3.20233 -1.33004 -0.49
C 1.72466 -3.57232 -0.35310 -0.38
C 3.09384 -3.03081 -0.06109 -0.44
C 3.21624 -2.66966 1.39063 -0.40
C 3.37656 -1.45467 1.89153 -0.56
C 3.47818 -0.17027 1.11543 0.36
C 2.96672 1.00271 1.90677 -0.81
C 1.71819 1.15257 2.32255 -0.45
C 0.59003 0.20354 2.06871 0.18
C -0.47407 0.82588 1.20890 -1.07
C -1.41146 0.13476 0.57957 -0.27
C -1.54347 -1.35675 0.64934 0.14
C -2.73810 -1.87238 -0.16173 -0.51
C -4.01359 -1.35077 0.45467 0.28
O -4.51641 -1.77652 1.46133 -0.62
O -4.50853 -0.33041 -0.25535 -0.34
C -5.66572 0.32644 0.26256 -0.31
C -5.28345 1.38366 1.28867 -1.04
H 1.85339 5.38319 -0.35322 0.43
H 1.25347 4.35622 0.95134 0.28
H 2.97931 4.41069 0.59629 0.39
H 1.99248 2.32880 -0.30261 -0.54
H 2.57941 3.34850 -1.61252 0.40
H -0.08246 4.19361 -1.41612 0.40
H -1.07136 2.31464 -2.50223 0.32
H 1.41557 0.96785 -2.89636 0.66
H 0.97662 0.57354 -1.23881 -0.57
H -1.33271 0.17150 -3.05204 0.30
H -0.86568 -2.15258 -3.16953 0.42
H 1.59585 -2.64370 -3.25596 0.40
H 1.88896 -1.41831 -2.02113 0.10
H -0.04288 -3.70653 -1.42968 0.40
H 1.40305 -4.35173 0.32689 0.36
H 3.32672 -2.18135 -0.69949 0.44
H 3.82348 -3.81927 -0.27951 0.40
H 3.14872 -3.51098 2.06889 0.40
H 3.45896 -1.33605 2.96427 0.37
H 2.91727 -0.25431 0.18120 -0.68
H 4.52654 0.00432 0.85505 0.48
H 3.69652 1.76278 2.15155 0.46
H 1.45052 2.04062 2.88129 0.46
H 0.14283 -0.07775 3.03001 0.42
H 0.95292 -0.71497 1.60432 -0.26
H -0.44278 1.90208 1.11318 0.38
H -2.13767 0.65107 -0.03078 0.85
H -0.62981 -1.82513 0.26942 -0.62
H -1.66012 -1.67024 1.69128 0.72
H -2.75808 -2.96223 -0.12678 0.54
H -2.66318 -1.53259 -1.19371 0.19
H -6.32358 -0.42204 0.71638 0.34
H -6.15399 0.77530 -0.60507 0.31
H -4.59826 2.10518 0.84991 0.26
H -4.79898 0.91282 2.14061 0.29
H -6.17523 1.90098 1.63070 0.40
```

Net charge: 0
Relative energy (zero: lowest compared OMol25 entry of this formula, charge and spin) in eV: 0.257
Total energy in Eh: -1086.47344
SMILES: CC/C=C\C/C=C\C/C=C\C/C=C\C/C=C\C/C=C\CCC(=O)OCC
Orbital gap in eV: 9.842

***

[2]
C24H37Cl54N4O | the ωB97M-V functional and the def2-TZVPD basis

The geometry in XYZ format:
```
120
Properties=species:S:1:pos:R:3:mulliken_charge:R:1
C 1.16438 -0.52306 2.22511 -0.35
C 1.81952 -1.89628 1.53746 1.09
C 3.27439 -2.17603 2.26011 -0.23
C 4.48915 -2.49390 1.15515 -0.16
O 5.50942 -1.45275 1.35240 -0.08
N 6.39322 -1.40076 0.34068 0.06
C 5.88867 -0.73760 -0.92180 -0.39
C 5.28420 0.77301 -0.72287 0.27
N 4.97570 1.29721 -2.14129 -0.58
N 6.27215 1.77151 -0.13387 -0.21
N 3.93881 0.81653 0.00996 0.13
H 1.56094 0.46928 1.70959 0.10
H -0.00572 -0.50814 2.13324 -0.06
H 1.44248 -0.52511 3.37388 0.18
H 1.88328 -1.72154 0.37614 -0.72
H 1.06912 -2.77807 1.82238 -0.09
H 3.57267 -1.17475 2.81177 -0.12
H 3.20267 -3.04906 3.03883 0.33
H 4.89778 -3.58438 1.31636 0.37
H 3.96196 -2.48141 0.10837 0.09
H 6.71987 -2.38996 0.12283 -0.21
H 7.27079 -0.89700 0.67026 0.53
H 5.05154 -1.40642 -1.44357 0.30
H 6.77622 -0.69415 -1.71882 -0.20
H 4.58726 2.26972 -1.96827 0.38
H 4.12625 0.72005 -2.42097 0.33
H 5.67862 2.60639 0.12152 0.06
H 6.76555 1.39432 0.70482 0.16
H 4.20087 0.94229 1.03154 -0.16
H 3.41583 1.70753 -0.21731 0.15
C 8.08843 4.21148 2.25827 -0.04
Cl 7.19682 4.44987 0.74583 -0.06
Cl 7.24647 4.99380 3.60680 -0.11
Cl 8.31235 2.48404 2.58280 -0.14
H 9.07379 4.67271 2.15348 0.38
C 5.05760 1.26704 5.15220 -0.20
Cl 6.17984 -0.06715 5.46811 -0.13
Cl 4.91505 1.56105 3.41074 0.07
Cl 3.46873 0.92371 5.85727 -0.06
H 5.45514 2.17007 5.62246 0.39
C 8.11472 -1.34959 -4.29133 0.09
Cl 6.66727 -2.37143 -4.29103 -0.13
Cl 9.32533 -1.98527 -3.16448 -0.11
Cl 8.78934 -1.22695 -5.92515 -0.11
H 7.82903 -0.34774 -3.96066 0.27
C 3.46938 6.04986 0.99778 -0.21
Cl 4.05932 4.42920 0.59193 -0.03
Cl 2.14553 5.95423 2.17154 -0.12
Cl 4.78782 7.05228 1.62736 0.03
H 3.08787 6.51586 0.08567 0.32
C -0.67755 -2.65768 -1.89481 -0.26
Cl 0.76325 -1.64092 -1.72284 -0.07
Cl -1.61210 -2.67219 -0.38954 0.00
Cl -1.67914 -2.09437 -3.24352 -0.13
H -0.35430 -3.67952 -2.10929 0.42
C -0.48952 2.38719 -2.91124 0.07
Cl -0.89707 3.18412 -4.44032 -0.12
Cl -1.18087 0.75673 -2.85581 0.05
Cl 1.26750 2.32574 -2.69070 -0.11
H -0.91900 2.97131 -2.09332 0.08
C -1.66478 -2.45025 4.02076 0.59
Cl -2.26947 -1.52550 2.63567 -0.10
Cl -3.01134 -3.12434 4.95447 -0.11
Cl -0.57554 -3.73913 3.48052 -0.13
H -1.10210 -1.77265 4.66798 -0.31
C -3.34602 2.97727 0.37461 -0.09
Cl -3.03044 3.39923 -1.31703 -0.16
Cl -4.96342 3.51497 0.85867 -0.11
Cl -3.17022 1.23182 0.62362 0.01
H -2.61106 3.49010 1.00030 0.34
C -5.68735 -3.01164 -1.42446 0.74
Cl -5.29958 -4.06147 -0.05087 -0.14
Cl -4.23121 -2.66360 -2.37208 -0.01
Cl -6.93044 -3.75563 -2.44463 -0.10
H -6.07955 -2.06800 -1.03670 -0.43
C 0.09707 -2.73410 7.38033 0.26
Cl -0.20325 -1.17722 6.58962 -0.15
Cl 1.80735 -2.89102 7.81592 -0.12
Cl -0.92890 -2.91189 8.81396 -0.11
H -0.15359 -3.53182 6.67644 0.14
C -8.30240 1.72815 0.19702 -0.14
Cl -8.90710 2.65289 -1.18807 -0.05
Cl -9.64896 1.05406 1.13073 -0.10
Cl -7.21316 0.43926 -0.34321 0.08
H -7.73972 2.40574 0.84425 0.21
C 7.29292 9.84797 1.00214 0.02
Cl 6.48348 9.33531 -0.48825 -0.12
Cl 7.18451 8.58134 2.23638 -0.11
Cl 8.98595 10.25995 0.68053 -0.12
H 6.78703 10.74044 1.37928 0.32
C -8.32568 -1.42333 -5.82029 -0.02
Cl -6.94786 -2.53116 -5.93696 -0.10
Cl -9.79920 -2.19683 -6.42847 -0.12
Cl -8.55086 -0.88459 -4.14740 -0.09
H -8.11626 -0.54700 -6.43903 0.32
C 7.58566 -5.27912 -2.10491 0.30
Cl 7.45588 -4.00698 -0.87849 -0.20
Cl 9.27827 -5.74844 -2.33783 -0.08
Cl 6.60741 -6.68449 -1.64944 -0.11
H 7.20409 -4.88589 -3.05065 0.10
C -13.54694 -2.22292 -4.24135 -0.03
Cl -14.21556 -1.73652 -2.67430 -0.13
Cl -11.85166 -1.72555 -4.37587 -0.01
Cl -13.70150 -3.97350 -4.46735 -0.13
H -14.11614 -1.72247 -5.02889 0.30
C -7.03691 -7.43129 -2.64069 0.39
Cl -8.48436 -8.45314 -2.64039 -0.13
Cl -5.82630 -8.06698 -1.51385 -0.13
Cl -6.36230 -7.30866 -4.27451 -0.12
H -7.32260 -6.42945 -2.31003 -0.02
C -8.11911 -0.33845 4.79191 -0.06
Cl -9.56656 -1.36030 4.79221 -0.12
Cl -6.90850 -0.97413 5.91875 -0.11
Cl -7.44450 -0.21581 3.15809 -0.01
H -8.40480 0.66340 5.12257 0.30
C -7.57662 4.92631 -4.04531 -0.03
Cl -9.02407 3.90446 -4.04501 -0.12
Cl -6.36602 4.29062 -2.91847 -0.04
Cl -6.90201 5.04894 -5.67913 -0.13
H -7.86231 5.92815 -3.71465 0.32
```

Net charge: +1
Total energy in Eh: -26080.77663
Orbital gap in eV: 8.741

***

[3]
C24H37CuO2Si | the ωB97M-V functional and the def2-TZVPD basis

The geometry in XYZ format:
```
65
Properties=species:S:1:pos:R:3:lowdin_spin:R:1
O 1.64534 2.98531 -2.00380 0.00
C 0.61113 3.96562 -2.36128 0.00
C 0.48485 3.39944 -3.77673 0.00
H 0.91717 5.01767 -2.32093 0.00
H -0.21599 3.76809 -1.67007 0.00
C 1.38060 2.23789 -3.23160 0.00
H 0.94350 4.07047 -4.51850 0.00
H -0.55589 3.12636 -3.99760 0.00
C 2.69377 1.79248 -3.89212 0.00
H 3.31773 2.64869 -4.13619 0.00
H 2.50698 1.23561 -4.83105 0.00
H 3.23608 1.07240 -3.22175 0.00
C 0.55005 0.99107 -3.02987 0.00
H -0.35914 1.18883 -2.44810 0.00
H 1.10629 0.18836 -2.51639 0.00
H 0.25871 0.60764 -4.02284 0.00
Cu 0.96347 -0.24112 1.75870 0.07
C -2.09117 -0.47638 1.42071 0.03
C -0.90590 0.34518 2.07120 0.10
C -0.49227 1.32964 1.13052 0.18
H -0.98310 0.57327 3.14469 0.02
C -1.33619 1.24677 -0.03034 0.02
C -2.17332 0.16930 0.06420 0.10
H -2.88093 -0.16479 -0.69600 0.01
H -3.00536 -0.22502 1.99496 0.01
H 0.29226 2.08654 1.26741 0.02
H -1.32084 1.96103 -0.84260 0.00
C -0.61741 -2.51915 0.80919 0.04
C -0.05018 -1.87325 -0.42119 0.13
C 1.30991 -1.66925 -0.30252 0.01
H -0.66604 -1.79545 -1.31179 0.01
C 1.70522 -2.00939 1.06519 0.10
C 0.54762 -2.31871 1.78874 0.08
H 0.46662 -2.73120 2.80573 0.01
H -0.78774 -3.60011 0.63037 0.02
H 2.01419 -1.38560 -1.08755 0.00
H 2.74051 -2.19639 1.39919 0.01
O 3.41086 1.87102 0.48998 0.01
C 4.08652 2.60871 -0.58868 0.00
C 5.04604 3.69561 -0.05754 0.00
H 3.25986 3.13159 -1.09853 0.00
H 4.56858 1.93920 -1.32290 0.00
C 4.78174 3.70376 1.45738 0.00
H 4.81782 4.66271 -0.51754 0.00
H 6.08412 3.42882 -0.27017 0.00
C 3.73111 2.57842 1.70494 0.00
H 4.34427 4.66033 1.76730 0.00
H 5.69610 3.51340 2.02034 0.00
H 2.78843 3.04146 2.05607 0.00
H 4.07446 1.83410 2.43602 0.00
C -4.52570 -5.31004 0.26625 0.00
Si -4.33178 -4.09547 1.68438 0.00
C -5.93267 -3.19752 2.03235 0.00
C -3.95781 -4.96131 3.31348 0.00
C -3.00159 -2.82007 1.44889 0.00
C -1.98918 -1.99069 1.29067 0.02
H -5.48074 -5.85120 0.35893 0.00
H -3.72198 -6.06257 0.24714 0.00
H -4.52822 -4.80792 -0.71317 0.00
H -6.77037 -3.89633 2.16439 0.00
H -5.82406 -2.62340 2.96633 0.00
H -6.18213 -2.48800 1.23081 0.00
H -3.05503 -5.58232 3.28290 0.00
H -3.81387 -4.19471 4.09263 0.00
H -4.82526 -5.58948 3.57740 0.00
```

Net charge: -1
Relative energy (zero: lowest compared OMol25 entry of this formula, charge and spin) in eV: 0.267
Multiplicity: 2
Total energy in Eh: -3016.89090
Expectation value of S²: 0.773
Orbital gap (alpha / beta) in eV: 3.724 / 3.737

***

[4]
C24H37F3N4O5 | the ωB97M-V functional and the def2-TZVPD basis

The geometry in XYZ format:
```
73
Properties=species:S:1:pos:R:3:mulliken_charge:R:1
C -4.36298 -1.71913 -2.26707 -1.06
C -3.62604 -1.19738 -3.57121 0.38
C -3.83399 -1.94713 -4.96789 -1.10
C -2.72394 -0.08975 -3.59113 -0.28
C -3.06753 1.34819 -3.02599 -0.37
C -2.01582 2.48232 -3.47592 -1.03
C -0.56755 2.04589 -2.89146 1.27
C 0.17317 3.33562 -2.25640 -1.24
C 0.28478 1.57228 -4.14776 -1.28
C 1.61438 0.76803 -3.79737 -0.87
C 1.44070 -0.19774 -2.53026 0.60
N 0.52863 -1.21025 -2.70707 -0.06
N 0.35160 -1.97501 -1.65556 -0.48
C 1.10984 -1.62815 -0.56231 0.26
C 0.85344 -2.52798 0.74053 -0.11
C -0.21409 -1.77551 1.69267 -0.31
O 0.14918 -1.80925 3.08498 -0.39
C 0.50059 -0.52622 3.59878 -0.54
C 2.11096 -0.43858 3.66499 0.79
F 2.59141 -1.75322 3.67185 -0.19
F 2.56157 0.23831 4.78934 -0.26
F 2.58175 0.12603 2.48109 -0.23
N 2.05148 -0.64141 -0.39809 0.00
N 2.22895 0.12365 -1.44983 -0.58
H -3.74548 -1.42108 -1.37319 0.21
H -4.37034 -2.85819 -2.33143 0.36
H -5.43716 -1.35691 -2.22810 0.27
H -3.50272 -3.02887 -4.78721 0.29
H -3.13027 -1.54733 -5.76483 0.32
H -4.90833 -1.94800 -5.30999 0.28
H -1.69396 -0.33574 -4.01303 0.10
H -4.12777 1.68413 -3.22012 0.42
H -2.95294 1.28403 -1.88478 0.17
H -2.37100 3.45165 -3.00469 0.38
H -1.96820 2.57765 -4.61395 0.39
H -0.78526 1.24399 -2.12767 0.02
H 0.01417 3.27897 -1.13545 0.01
H -0.22534 4.29895 -2.70447 0.36
H 1.28279 3.20862 -2.48140 0.39
H -0.30773 0.99497 -4.92667 0.43
H 0.62039 2.52786 -4.68275 0.43
H 1.79857 0.04891 -4.66879 0.36
H 2.55017 1.39838 -3.72691 0.36
H 0.51597 -3.57064 0.47695 0.33
H 1.85163 -2.64230 1.28326 0.11
H -1.20569 -2.32241 1.55911 0.29
H -0.33939 -0.73934 1.25791 0.18
H 0.05403 0.34869 3.04421 0.31
H 0.13652 -0.44033 4.67611 0.29
O 5.23776 -7.41519 3.13829 -0.57
C 4.78425 -6.46949 3.72215 0.45
C 5.55810 -5.26083 4.18068 -0.35
C 4.59875 -4.62253 5.16583 -0.51
C 3.25099 -5.04105 4.62291 0.06
O 3.46681 -6.32706 4.02627 -0.38
H 5.75003 -4.61450 3.32137 0.25
H 6.49217 -5.55212 4.65862 0.28
H 4.71118 -3.54095 5.25150 0.29
H 4.74979 -5.05650 6.15876 0.30
H 2.88255 -4.35712 3.85320 -0.11
H 2.50065 -5.12354 5.41010 0.31
O -2.21499 3.72350 -0.27453 -0.52
C -1.99115 4.48247 0.62847 0.48
C -2.68469 5.79734 0.86949 -0.40
C -1.75520 6.47119 1.85994 -0.55
C -1.14531 5.29265 2.58562 -0.45
O -1.08526 4.24093 1.61293 -0.32
H -3.67010 5.60588 1.29997 0.28
H -2.77301 6.36852 -0.05343 0.28
H -2.25709 7.17407 2.52600 0.33
H -0.97655 7.01711 1.31934 0.27
H -1.76149 4.95652 3.42461 0.29
H -0.14133 5.51146 2.95089 0.31
```

Net charge: 0
Total energy in Eh: -1831.29569
SMILES: CC(C)=CCC[C@H](C)CCc1nnc(CCOCC(F)(F)F)nn1.O=C1CCCO1.O=C1CCCO1
Orbital gap in eV: 6.544

***

Which of these has the lowest net charge?
C24H37CuO2Si

***

total energy of number 3 (C24H37CuO2Si)?
-3016.89090 Eh

***

Which of these has the highest net charge?
C24H37Cl54N4O

***

What is the total energy in the second record?
-26080.77663 Eh